# 1
C28H30BiF12N3O2S3 as an isolated structure. Source: the Open Molecules 2025 dataset; level of theory: ωB97M-V/def2-TZVPD.

Each line ends with the Löwdin charge.
Element x y z (Å)
Bi1 0.209600 -0.019500 0.512000  1.606
C1 2.902100 -1.013200 2.375400  -0.117
N1 1.891000 -1.599000 1.504500  -0.419
C2 1.162600 -2.627100 2.247900  -0.101
C3 2.525200 -2.160700 0.320100  -0.232
C4 1.488800 -2.543300 -0.753200  -0.229
N2 0.166300 -2.128800 -0.351000  -0.231
C5 -0.932300 -2.596700 -0.964100  -0.224
C6 -2.210300 -2.282500 -0.443700  -0.164
F1 -2.283200 -1.502400 0.668600  0.013
C7 -3.384600 -2.763500 -0.982200  -0.226
F2 -4.555900 -2.443900 -0.404000  0.082
C8 -3.395200 -3.574900 -2.104100  0.056
C9 -2.164500 -3.901600 -2.642100  -0.219
F3 -2.107400 -4.681600 -3.738500  0.083
C10 -0.978400 -3.439300 -2.100800  -0.140
F4 0.163200 -3.833400 -2.721900  0.055
H1 3.665200 -1.755700 2.623900  0.104
H2 3.388800 -0.175900 1.883800  0.068
H3 2.440500 -0.663000 3.294700  0.036
H4 1.861800 -3.335700 2.701400  0.102
H5 0.576600 -2.159000 3.035800  0.042
H6 0.489100 -3.162500 1.585500  0.087
H7 3.200300 -1.406900 -0.086300  0.057
H8 3.127100 -3.031800 0.596800  0.129
H9 1.770700 -2.047700 -1.688900  0.084
H10 1.513400 -3.623600 -0.914300  0.123
H11 -4.314400 -3.950700 -2.515600  0.129
F5 1.146400 2.366000 5.360100  0.124
C11 -0.194300 2.463100 5.411500  -0.612
F6 -0.458700 3.431800 6.306000  0.129
F7 -0.638300 1.323900 5.966600  0.126
C12 -0.814800 2.746600 4.073300  -0.120
C13 -1.526100 3.917700 3.868100  0.008
C14 -2.107000 4.148300 2.630200  -0.033
C15 -1.937800 3.196600 1.637500  -0.130
N3 -1.241600 2.088700 1.818000  -0.045
C16 -0.685200 1.847300 2.998400  -0.693
S1 0.208100 0.374200 3.123200  0.655
H12 -1.620600 4.638500 4.666600  0.123
H13 -2.670400 5.046800 2.443700  0.104
H14 -2.362700 3.302900 0.649400  0.093
C17 -4.047300 0.953500 -0.681700  -0.050
C18 -2.984700 1.297900 -1.711900  -0.270
O1 -2.444300 2.565300 -1.397300  -0.184
C19 -1.300700 2.912600 -2.142000  -0.286
C20 -0.643400 4.139500 -1.531800  -0.053
H15 -4.425200 -0.046500 -0.861600  0.061
H16 -4.868500 1.659900 -0.742700  0.080
H17 -3.619700 0.995300 0.315300  0.066
H18 -3.420800 1.311400 -2.726600  0.126
H19 -2.184900 0.543400 -1.704500  0.079
H20 -1.591900 3.131900 -3.184600  0.116
H21 -0.584800 2.079300 -2.146300  0.070
H22 -1.376200 4.934300 -1.427900  0.081
H23 0.157400 4.473700 -2.185100  0.080
H24 -0.232600 3.905900 -0.553600  0.053
C21 -0.892300 0.455600 -4.858600  -0.218
S2 0.501500 0.134400 -3.692800  0.838
C22 1.015200 -1.402300 -4.558100  -0.227
O2 -0.141400 -0.295600 -2.428500  -0.657
H25 -1.631400 -0.326400 -4.733000  0.061
H26 -0.498300 0.460600 -5.867700  0.051
H27 -1.333100 1.420100 -4.630500  0.025
H28 0.156800 -2.045900 -4.705800  0.053
H29 1.764900 -1.914000 -3.966300  0.042
H30 1.442800 -1.113100 -5.510300  0.051
F8 5.888800 4.119800 2.648100  0.129
C23 5.082300 3.355000 1.911300  -0.129
C24 5.601800 2.338300 1.111700  -0.136
F9 6.916500 2.102400 1.094600  0.123
C25 4.743000 1.573500 0.334600  -0.252
F10 5.257400 0.603400 -0.429200  0.081
C26 3.355600 1.772200 0.335700  -0.525
S3 2.352200 0.848600 -0.763200  0.617
C27 2.862600 2.786100 1.159400  -0.228
F11 1.542500 3.031900 1.191600  0.059
C28 3.706100 3.570400 1.933700  -0.133
F12 3.195700 4.553500 2.678900  0.125

Cartesian forces, eV/Å:
Bi -0.3 0.0 -0.2
C 0.3 0.1 0.3
N -0.1 0.1 -0.1
C -0.2 -0.4 0.3
C 0.2 -0.3 -0.3
C 0.0 -0.3 -0.1
N 0.1 0.3 0.4
C -0.5 -0.4 -0.4
C -0.1 -0.2 -0.1
F 0.2 0.0 -0.1
C 0.1 0.0 -0.1
F 0.2 0.0 0.0
C 0.2 0.0 0.1
C -0.1 0.1 0.1
F 0.0 0.1 0.2
C -0.1 0.0 0.0
F -0.1 0.1 0.0
H 0.0 -0.1 0.0
H 0.0 0.0 0.0
H 0.1 0.0 0.0
H 0.1 0.0 0.0
H 0.0 -0.1 0.1
H 0.1 0.0 0.1
H 0.0 -0.2 0.2
H 0.0 -0.1 0.1
H 0.1 -0.2 -0.1
H 0.1 0.1 0.0
H -0.1 0.0 -0.1
F 0.1 0.0 -0.2
C 0.2 -0.1 0.3
F -0.1 0.3 -0.1
F -0.1 -0.2 -0.1
C 0.0 0.1 -0.2
C 0.0 -0.2 -0.1
C 0.1 -0.1 0.0
C -0.3 0.5 0.0
N 0.0 -0.1 -0.1
C -0.1 0.3 0.5
S 0.2 -0.3 0.4
H 0.0 0.0 0.1
H -0.1 0.1 -0.1
H -0.1 0.1 0.0
C 0.3 0.2 -0.4
C -0.1 -0.3 0.0
O 0.0 0.2 0.2
C 0.2 0.2 -0.2
C -0.3 -0.4 -0.1
H -0.1 -0.1 0.0
H -0.2 0.1 0.0
H 0.0 -0.1 0.2
H 0.1 0.0 0.1
H -0.1 0.1 -0.1
H 0.0 -0.1 0.1
H -0.1 0.1 0.0
H -0.1 0.2 0.0
H 0.1 0.1 0.0
H 0.1 0.0 0.1
C 0.6 0.1 0.4
S -0.3 -0.5 -1.7
C -0.1 0.6 0.3
O -0.1 -0.1 0.7
H -0.1 -0.2 0.1
H 0.1 0.0 -0.2
H 0.0 0.1 0.1
H -0.2 -0.1 0.1
H 0.1 0.0 0.2
H 0.1 0.1 -0.2
F -0.1 -0.1 -0.1
C -0.2 -0.2 -0.1
C -0.2 0.1 0.0
F -0.1 0.1 0.0
C -0.3 0.1 0.2
F 0.1 0.1 0.1
C 0.3 0.3 0.1
S -0.1 0.3 -0.3
C 0.2 -0.1 -0.1
F 0.3 0.0 0.0
C 0.0 0.0 -0.1
F 0.1 -0.1 0.0

## Properties
Electronic energy = -4007.2173 Ha
Total charge = 0
E_LUMO = 0.03 eV

=====

# 2
C28H30Br2HfN7O4S as an isolated structure. Source: the Open Molecules 2025 dataset; level of theory: ωB97M-V/def2-TZVPD.

Each line ends with the Löwdin charge.
Element x y z (Å)
Hf1 -0.574779 0.138804 0.432076  1.507
C1 -3.621487 -4.482239 -1.964667  -0.081
C2 -4.233330 -3.634684 -0.859116  -0.263
N1 -3.334864 -3.449944 0.279640  -0.004
C3 -2.437913 -2.474641 0.445881  -0.718
S1 -2.412044 -1.166110 -0.728479  0.681
N2 -1.669075 -2.617902 1.516473  0.023
N3 -0.785234 -1.605281 1.746053  -0.108
C4 0.000456 -1.723186 2.765562  -0.237
C5 -0.013717 -2.911470 3.660354  -0.008
C6 0.882860 -0.565795 3.047270  -0.193
C7 1.658337 -0.476533 4.186261  0.021
C8 2.362294 0.692078 4.432465  -0.012
C9 2.285894 1.741292 3.533508  -0.017
C10 1.535107 1.567019 2.389555  -0.089
N4 0.869529 0.433016 2.147592  -0.007
H1 -4.320935 -4.581968 -2.796948  0.079
H2 -3.379163 -5.484086 -1.604687  0.077
H3 -2.705535 -4.018704 -2.337041  0.066
H4 -5.141792 -4.093804 -0.474638  0.119
H5 -4.506709 -2.652941 -1.234356  0.074
H6 -3.267026 -4.189626 0.962561  0.148
H7 -0.446735 -3.757749 3.139046  0.075
H8 -0.625825 -2.712987 4.545855  0.110
H9 0.995259 -3.161575 3.991732  0.086
H10 1.687643 -1.297285 4.887523  0.118
H11 2.961154 0.783508 5.330065  0.125
H12 2.803441 2.675256 3.702903  0.123
H13 1.473664 2.339271 1.629523  0.115
C11 -1.141604 1.242433 -3.062308  -0.018
C12 -1.576971 2.223789 -2.018177  -0.289
C13 -2.056808 3.487090 -2.410131  0.013
C14 -2.478029 4.388103 -1.481714  0.015
C15 -2.478121 4.045898 -0.112428  -0.174
C16 -2.901188 4.891738 0.942073  -0.616
Br1 -3.510201 6.636777 0.572820  0.829
C17 -2.867820 4.460975 2.232507  -0.147
C18 -2.441882 3.149858 2.531486  -0.597
Br2 -2.413494 2.570467 4.319177  0.826
C19 -2.059259 2.281650 1.546189  -0.371
O1 -1.720061 0.999905 1.770591  -0.262
C20 -2.029448 2.759471 0.209672  -0.130
N5 -1.530318 1.885572 -0.741355  0.032
H14 -0.688724 1.752797 -3.911394  0.099
H15 -2.012248 0.692160 -3.428945  0.101
H16 -0.437699 0.514557 -2.674179  0.032
H17 -2.071104 3.731737 -3.463973  0.127
H18 -2.825173 5.367425 -1.783238  0.093
H19 -3.180100 5.114980 3.035294  0.105
C21 1.395495 -1.544844 -3.715817  -0.060
C22 2.527139 -1.918049 -2.763480  -0.157
C23 2.820075 -0.846403 -1.704130  -0.306
C24 3.827678 -1.399587 -0.663009  -0.139
C25 4.190374 -0.447359 0.472926  -0.054
C26 3.465064 0.369601 -2.354070  -0.396
O2 4.358295 0.268851 -3.153373  0.141
N6 3.028912 1.621829 -1.933269  0.226
C27 1.949414 1.888356 -1.109189  -0.514
O3 1.656253 3.014949 -0.786738  0.094
N7 1.214161 0.785933 -0.693278  0.046
C28 1.574632 -0.473919 -0.970161  -0.442
O4 0.789705 -1.354409 -0.513224  -0.077
H20 1.301427 -2.290599 -4.504961  0.086
H21 1.583343 -0.582047 -4.203856  0.087
H22 0.434085 -1.499922 -3.198354  0.063
H23 3.453684 -2.058668 -3.318117  0.127
H24 2.302393 -2.851927 -2.247667  0.127
H25 4.719407 -1.667782 -1.231914  0.134
H26 3.395703 -2.320855 -0.270130  0.127
H27 4.715622 0.440865 0.111378  0.088
H28 4.851449 -0.950431 1.178472  0.086
H29 3.308411 -0.116689 1.034193  0.056
H30 3.518075 2.423971 -2.306162  0.174

Cartesian forces, eV/Å:
Hf -0.2 0.4 -1.5
C 0.1 0.0 0.0
C 0.1 0.0 0.1
N -0.1 0.0 -0.3
C 0.1 0.0 0.1
S -0.1 -0.3 0.3
N 0.1 0.2 -0.1
N -0.4 -1.0 0.4
C 0.0 0.1 0.1
C 0.1 0.0 0.1
C -0.1 -0.2 -0.2
C 0.1 0.0 0.3
C 0.1 -0.1 0.1
C 0.1 0.1 0.0
C 0.0 -0.1 -0.2
N 0.2 -0.1 0.3
H 0.0 0.0 0.1
H 0.0 0.0 0.0
H 0.0 0.0 0.0
H 0.0 0.0 0.0
H 0.0 0.1 0.0
H 0.0 0.0 0.0
H 0.0 0.0 0.0
H 0.0 0.0 0.0
H -0.1 0.0 0.0
H 0.0 0.0 0.0
H 0.0 0.0 0.0
H 0.0 0.0 0.0
H 0.0 0.0 0.0
C -0.1 0.0 0.0
C 0.2 0.0 0.0
C 0.0 0.0 -0.2
C 0.0 0.1 0.0
C 0.0 0.1 -0.1
C 0.0 0.1 -0.1
Br 0.0 0.0 0.0
C 0.0 -0.1 0.1
C -0.1 0.1 0.2
Br 0.0 0.0 0.0
C 0.0 -0.3 0.1
O -0.6 1.3 0.5
C 0.1 -0.1 -0.2
N -0.5 0.2 0.4
H 0.0 0.0 0.0
H 0.0 0.0 0.0
H 0.0 -0.1 0.0
H 0.0 0.0 0.0
H 0.0 0.0 0.0
H 0.0 0.0 0.0
C 0.0 0.0 0.0
C 0.0 0.0 -0.1
C 0.0 0.1 0.0
C 0.1 0.0 0.0
C 0.0 0.0 0.0
C 0.1 0.1 0.0
O 0.0 0.0 0.0
N -0.1 -0.2 0.0
C 0.0 -0.1 -0.1
O -0.1 0.0 0.1
N 0.4 0.1 -0.3
C 0.0 0.0 0.1
O 0.6 0.0 -0.1
H 0.0 0.0 0.0
H 0.0 -0.1 0.0
H 0.0 0.0 0.0
H 0.0 0.0 0.0
H 0.0 0.0 0.0
H 0.0 0.0 0.0
H 0.0 0.0 0.0
H 0.0 -0.1 0.0
H 0.0 0.0 0.0
H 0.1 -0.1 -0.1
H 0.0 0.0 0.0

## Properties
Electronic energy = -7363.5987 Ha
Total charge = +1
E_LUMO = -3.49 eV